*1*
DFT (ωB97M-V/def2-TZVPD) results for an isolated molecule of C2H6FOP.

Last column: Löwdin charge in e.
Atoms and positions in Å:
C: 0.4507 -0.4007 0.6400  -0.30
C: -0.3901 0.5626 -0.2382  -0.48
O: 0.9266 0.3344 1.7571  -0.10
F: 0.7345 1.4229 -0.9039  -0.24
P: -1.0925 -0.2920 -1.7247  0.85
H: 0.0182 -1.3287 0.9939  0.11
H: 1.3628 -0.6664 0.1443  0.11
H: -0.9507 1.4325 0.1140  0.11
H: 1.7892 0.7323 1.4246  0.12
H: -2.3197 -0.2739 -0.9865  -0.09
H: -0.5290 -1.5231 -1.2207  -0.09

Summary:
gap between HOMO and LUMO = 0.4053 Ha
highest occupied orbital energy = -10.173 eV
LUMO level = 0.855 eV
SMILES string = OC[C@@H](F)P

=====

*2*
DFT (ωB97M-V/def2-TZVPD) results for a 2-piece molecular cluster, C2H6FOP overall.

Last column: Löwdin charge in e.
Atoms and positions in Å:
C: 0.3745 -0.1201 1.2179  -0.30
C: -0.4396 -0.6845 0.1075  -0.20
O: 1.7527 -0.1962 1.0010  -0.06
F: -1.7716 -0.6084 0.2988  -0.01
P: -0.1540 0.9848 -2.3704  0.61
H: 0.1404 0.9398 1.3689  0.13
H: 0.0950 -0.6505 2.1533  0.13
H: -0.1581 -1.6189 -0.3632  0.09
H: 1.9846 -1.0869 0.7133  0.09
H: -0.2857 2.1195 -1.5688  -0.24
H: -1.5383 0.9214 -2.5584  -0.24

Summary:
gap between HOMO and LUMO (alpha / beta) = 0.2867 / 0.3177 Ha
highest occupied orbital energy (alpha / beta) = -8.547 / -8.523 eV
LUMO level (alpha / beta) = -0.744 / 0.123 eV

=====

Which is most stable? The ranking, best first, is *1*, *2*.

=====

*1*
DFT (ωB97M-V/def2-TZVPD) results for a 40-piece molecular cluster, H80O40 overall.

Last column: Löwdin charge in e.
Atoms and positions in Å:
H: -4.8781 2.0969 -0.2122  0.02
H: -5.0408 2.2557 -1.7132  0.04
O: -5.2499 1.6306 -0.9653  -0.08
H: -0.5723 -3.3138 -0.3305  0.03
H: 0.9553 -3.8300 0.1878  0.09
O: 0.3616 -3.3552 -0.4410  -0.08
H: 0.9010 -2.5997 -1.8510  -0.03
H: 1.6264 -1.7859 -3.1619  0.03
O: 1.4970 -2.0013 -2.2654  -0.04
H: 4.1763 -1.4277 1.6348  0.00
H: 3.0806 -2.1593 0.8002  -0.01
O: 3.8922 -1.6889 0.7605  -0.02
H: -1.4028 -0.2370 -2.2099  0.00
H: -0.9112 -1.1980 -3.2456  0.12
O: -0.9938 -0.1846 -3.0701  -0.06
H: -3.2248 -5.6442 0.8628  0.05
O: -2.8085 -4.8995 1.2790  -0.06
H: 2.6331 4.5971 4.3662  0.02
O: 2.1756 3.7835 4.4574  -0.04
H: -1.1844 3.7991 -2.2523  -0.01
H: -1.9745 4.0973 -0.8431  0.07
O: -1.9168 3.6043 -1.6986  -0.06
H: 4.1764 0.0953 4.1295  0.03
H: 2.7428 0.2810 3.4040  0.04
O: 3.5361 -0.2206 3.5195  -0.03
H: 4.9570 2.4234 -0.8324  0.06
H: 5.0931 0.9514 -0.0968  0.06
O: 4.9288 1.4471 -0.9396  -0.07
H: 0.8601 5.1827 1.7961  0.05
H: 0.8604 4.1488 0.7959  0.06
O: 1.4046 4.4405 1.5657  -0.06
H: 3.3569 -4.6634 -1.8006  0.01
O: 3.4952 -4.8739 -2.7103  -0.02
H: -3.6294 -3.0666 -4.1793  0.07
H: -5.1902 -2.7871 -3.9458  0.02
O: -4.3184 -2.6030 -3.6202  -0.07
H: -3.6625 -1.0516 0.4838  -0.02
H: -4.6648 0.0748 -0.0469  -0.01
O: -4.3273 -0.4112 0.7002  -0.05
H: -3.3393 2.2358 -2.6735  0.06
H: -4.1497 1.1280 -3.3353  0.04
O: -4.1530 2.1146 -3.2968  -0.11
H: 4.7988 2.3700 3.5290  0.03
H: 5.3842 1.0144 2.8715  0.10
O: 4.7176 1.7745 2.8096  -0.07
H: -1.3343 -2.4913 1.7402  0.00
H: -2.9337 -2.4032 1.9923  0.03
O: -2.2070 -2.4149 1.3617  -0.07
H: -0.9371 -5.2546 1.1131  0.01
H: -0.1276 -6.4584 1.1981  0.05
O: -0.0031 -5.5329 1.0408  -0.04
H: 0.3918 0.2483 2.0966  0.05
O: -0.3157 -0.3362 2.4582  -0.10
H: -2.9074 3.5971 1.6091  -0.02
H: -3.2260 3.6644 3.0219  0.02
O: -2.5338 3.9500 2.3884  -0.06
H: -3.6424 0.7192 3.2484  0.04
O: -3.9046 -0.0287 3.8642  -0.05
H: -5.6382 1.6296 2.4060  0.09
H: -5.6120 3.2166 2.4136  0.04
O: -5.0744 2.4492 2.5780  -0.07
H: 2.9967 2.1577 1.8104  0.03
H: 1.6457 2.3691 1.4675  0.01
O: 2.4384 2.1437 0.9746  -0.07
H: -0.5205 1.9119 -1.7724  0.03
H: 0.9788 1.9985 -2.2766  0.01
O: 0.2714 2.4399 -1.7922  -0.08
H: 0.0737 -5.5010 -3.2990  0.06
H: 0.3555 -4.6184 -1.8723  -0.04
O: -0.1981 -4.8922 -2.5846  -0.06
H: 0.4787 1.2890 -4.6629  -0.01
H: -0.0021 2.7383 -4.1112  0.04
O: 0.2072 2.1735 -4.8982  -0.07
H: 0.7275 -3.3299 2.5559  0.08
H: 0.7825 -1.8004 2.4505  0.09
O: 0.9372 -2.6255 1.8493  -0.13
H: -1.2899 -4.1489 3.2251  0.02
H: -1.1667 -3.6708 4.5904  0.04
O: -1.7474 -3.5619 3.8476  -0.02
H: 2.2231 -3.5568 2.9139  -0.03
H: 3.5101 -2.8582 3.1549  0.00
O: 3.1518 -3.7405 3.0662  -0.04
H: 3.4026 5.2156 0.0917  0.01
H: 4.8145 4.8276 0.7646  0.01
O: 4.3519 5.3082 0.0964  -0.04
H: -1.4331 2.7982 5.7534  0.06
H: -2.2275 1.9962 4.5918  -0.02
O: -1.7214 2.7436 4.8246  -0.04
H: 6.1588 -0.1145 -1.5137  -0.02
O: 6.2362 -0.9009 -2.0280  -0.06
H: 3.0748 -0.5057 -1.9355  0.02
H: 4.4406 -1.0742 -2.6786  0.02
O: 3.6928 -0.5031 -2.6466  -0.04
H: -1.0040 -0.3503 1.7202  0.07
H: -3.3599 -4.6456 2.0614  0.07
H: -3.0286 -0.2054 4.1724  0.01
H: 1.3152 3.9037 4.0668  0.02
H: 3.4654 -4.0189 -3.1052  0.01
H: 6.4142 -0.4663 -2.9105  0.09
O: 2.1213 4.1276 -3.6923  -0.07
H: 2.0779 3.2830 -4.1874  0.05
H: 3.0321 4.2651 -3.3423  0.08
O: -2.1020 -1.2838 -0.6572  -0.02
H: -1.8096 -2.1683 -0.6142  0.02
H: -1.3249 -0.7724 -0.5563  -0.01
O: 0.6197 5.0356 -1.9970  -0.09
H: 0.7407 5.6823 -2.7162  0.06
H: 0.9456 4.1646 -2.1895  -0.04
O: -5.2587 -2.7366 2.3403  -0.05
H: -5.0262 -1.8326 2.5446  -0.01
H: -5.6830 -2.6171 1.4760  0.05
O: 1.5274 0.6421 -3.2437  -0.11
H: 2.3374 0.1537 -3.3595  0.00
H: 0.9222 -0.0205 -2.7647  0.05
O: -3.4867 0.3299 -5.2390  -0.09
H: -3.6756 -0.5737 -5.5528  0.03
H: -2.5005 0.4904 -5.1882  0.06
O: 0.3738 -0.2257 0.1747  -0.05
H: 1.2132 0.2066 -0.0339  0.06
H: 0.4964 -1.1740 0.0901  0.02

Summary:
gap between HOMO and LUMO = 0.3568 Ha
highest occupied orbital energy = -10.248 eV
LUMO level = -0.539 eV

=====

*2*
DFT (ωB97M-V/def2-TZVPD) results for H80O40 as an isolated structure.

Last column: Löwdin charge in e.
Atoms and positions in Å:
H: -1.1565 -5.1955 4.0151  0.06
H: -0.6755 -3.8360 3.6079  0.00
O: -1.1858 -4.5797 3.2815  -0.04
H: -2.9933 1.1682 -2.0119  0.02
H: -4.2216 0.0107 -2.0361  0.04
O: -3.8453 0.8551 -1.7012  -0.09
H: 0.7982 5.2210 -1.0886  -0.02
H: 0.9316 6.0947 0.1833  -0.10
O: 0.2548 5.6648 -0.4280  -0.14
H: -4.6134 -2.8210 2.5601  0.02
H: -4.8839 -1.3875 3.1160  0.04
O: -4.4595 -1.8886 2.4003  -0.06
H: -1.1214 -2.0693 -1.7189  0.02
H: -0.6267 -2.9961 -2.9555  0.04
O: -0.4046 -2.2225 -2.3883  -0.09
H: 2.1235 -4.1198 -4.6921  0.05
O: 2.0381 -4.9184 -4.1445  -0.05
H: 0.2222 6.4264 1.5003  0.12
O: 1.2031 6.4579 1.3878  0.00
H: -1.3789 -3.5021 0.1500  0.00
H: 0.1118 -3.1533 0.0468  0.00
O: -0.4970 -3.8114 0.3957  -0.05
H: 4.1178 -0.8391 2.4651  0.07
H: 3.3235 0.2515 2.3325  0.00
O: 4.3009 0.1189 2.4089  -0.09
H: -1.4869 3.3067 0.8137  0.06
H: -0.8546 2.1558 0.5034  0.00
O: -0.5229 3.0071 0.8333  -0.08
H: 1.7467 -3.9987 -2.4224  0.01
H: 1.2847 -2.6695 -1.8816  -0.01
O: 2.0436 -3.2782 -1.8489  -0.06
H: 3.1756 1.9344 -1.0932  0.00
O: 3.4256 2.0807 -2.0208  -0.04
H: 5.2657 -0.1673 -3.2577  0.04
H: 4.1610 0.2009 -2.3640  0.00
O: 4.5645 -0.6034 -2.7600  -0.07
H: -2.4667 -3.9905 -2.8946  0.03
H: -2.5962 -4.5431 -4.0738  0.08
O: -2.0730 -3.7734 -3.7852  -0.08
H: -2.1634 -0.7660 -0.0624  0.04
H: -0.7364 -1.4287 0.0118  0.03
O: -1.6760 -1.5926 -0.1774  -0.07
H: 5.9539 0.7393 1.0811  0.06
H: 5.8907 -0.1179 -0.1743  0.05
O: 5.5238 0.6882 0.2006  -0.07
H: 2.4203 0.5058 4.2572  0.09
H: 1.0428 0.2689 3.6935  0.02
O: 1.9307 -0.0945 3.6756  -0.04
H: 2.5723 3.3278 2.3263  0.01
H: 1.9482 2.1511 2.9397  0.05
O: 2.8387 2.5086 2.7545  -0.05
H: 3.4224 0.2522 0.5428  0.06
O: 2.6336 0.8267 0.5184  -0.09
H: -1.3275 -1.2342 2.3980  0.01
H: -2.2754 -2.6073 2.8305  0.02
O: -1.5300 -1.9886 2.9701  -0.07
H: -1.2310 0.7869 1.4798  0.03
O: -0.5678 0.0510 1.5215  -0.08
H: 1.9773 0.5407 -3.9213  0.05
H: 0.9172 -0.3142 -4.0065  0.01
O: 1.0113 0.6698 -3.9799  -0.07
H: 1.2991 0.3949 -0.4900  0.03
H: 0.6705 -0.7521 -1.2610  0.04
O: 0.4237 0.0822 -0.8172  -0.06
H: -0.2971 1.5388 4.2562  0.02
H: -0.1692 0.9662 5.7189  0.06
O: 0.0495 1.7045 5.1421  -0.03
H: -5.3248 2.4380 0.0391  0.03
H: -4.4495 2.6775 -1.1109  0.03
O: -4.6282 3.0476 -0.2149  -0.07
H: -1.0250 0.0929 -2.4478  0.01
H: -1.0674 1.5500 -2.7672  0.06
O: -1.3599 0.7062 -3.1237  -0.05
H: -2.9447 0.9284 1.7182  0.06
H: -3.5844 1.0215 0.0999  0.02
O: -2.8891 1.0008 0.7702  -0.06
H: 5.2060 -4.0624 -1.8361  0.03
H: 3.9454 -3.3953 -1.7365  -0.01
O: 4.8959 -3.1547 -1.7546  -0.09
H: 2.0112 3.4448 0.3436  0.03
H: 2.8672 4.6358 0.5014  0.08
O: 2.2702 4.2318 -0.1520  -0.03
H: 0.9959 -0.9916 -5.8768  0.03
H: 0.1024 -1.8445 -4.8668  0.03
O: 0.6624 -1.8712 -5.6861  -0.06
H: 2.4736 4.4017 4.3382  0.06
H: 1.3194 5.1043 4.0882  0.06
O: 2.1023 4.8673 3.5709  -0.06
H: -3.8593 -3.8527 -0.9967  0.08
O: -3.9869 -3.8049 -1.9724  -0.05
H: -2.5070 -0.1238 4.6291  0.03
H: -3.6448 -0.7321 4.9675  0.05
O: -3.4544 0.1229 4.5194  -0.07
H: 3.0840 1.6264 0.9108  0.06
H: 1.1126 -4.8690 -3.8652  0.03
H: 0.2958 0.4898 1.3543  0.06
H: 1.5808 5.5886 1.2802  0.02
H: 4.3534 2.3203 -2.0329  0.06
H: -4.7964 -3.2916 -2.0299  0.07
O: 2.5109 -3.1870 1.9728  -0.04
H: 2.1088 -2.6113 2.6457  -0.01
H: 1.7747 -3.6645 1.5850  0.02
O: -3.3521 -4.1001 1.4805  -0.05
H: -2.8348 -3.4623 2.0318  -0.01
H: -3.2604 -4.9434 1.9251  0.06
O: 0.7954 -2.5560 4.2690  -0.09
H: 0.0557 -2.2597 3.6758  0.00
H: 1.2850 -1.7973 3.8700  0.00
O: 1.8432 4.6278 -3.0084  -0.04
H: 2.7382 4.4875 -2.7062  0.01
H: 1.3141 3.9007 -2.6807  0.02
O: -3.9009 -1.3894 -2.9528  -0.04
H: -3.3824 -2.1190 -2.5844  0.01
H: -3.3218 -1.0183 -3.6239  0.07
O: -4.4358 2.1283 -4.3551  -0.04
H: -5.2174 1.5790 -4.3040  0.03
H: -3.7645 1.7258 -3.8077  -0.02
O: -2.3167 3.8790 2.6420  -0.04
H: -1.5332 4.4022 2.5435  0.02
H: -3.1622 3.9714 2.2183  0.04

Summary:
gap between HOMO and LUMO = 0.3209 Ha
highest occupied orbital energy = -9.384 eV
LUMO level = -0.651 eV

=====

Which is most stable? The ranking, best first, is *1*, *2*.